(1)
51
Properties=species:S:1:pos:R:3:lowdin_charge:R:1 method="wB97M-V/def2-TZVPD" charge=-1
C 2.682 -2.215 2.185 -0.176
C 2.798 -0.716 2.117 -0.814
Br 3.229 0.106 3.757 0.806
C 2.576 0.001 1.028 -0.776
Br 2.127 -0.913 -0.558 0.851
S 2.627 1.805 0.875 0.409
O 3.882 2.194 1.472 -0.368
O 2.441 2.063 -0.529 -0.376
N 1.464 2.323 1.802 -0.343
S 0.007 1.687 1.798 0.493
O -0.138 0.641 2.801 -0.358
O -0.510 1.362 0.483 -0.331
C -0.881 3.098 2.442 -0.221
C -2.292 2.735 2.877 -0.289
O -3.150 2.619 1.753 -0.215
Si -4.222 1.364 1.646 0.397
C -5.176 1.644 0.066 -0.161
C -3.368 -0.297 1.625 -0.139
C -5.426 1.396 3.087 -0.172
H 1.662 -2.513 1.926 0.079
H 2.914 -2.575 3.185 0.048
H 3.361 -2.685 1.468 0.068
H -0.923 3.837 1.638 0.111
H -0.297 3.483 3.277 0.102
H -2.245 1.798 3.448 0.106
H -2.686 3.515 3.540 0.119
H -5.422 2.701 -0.071 0.029
H -4.601 1.302 -0.797 0.032
H -6.114 1.080 0.103 0.026
H -3.872 -1.008 2.288 0.030
H -2.320 -0.222 1.927 0.013
H -3.384 -0.702 0.609 0.036
H -6.242 0.704 2.843 0.026
H -5.866 2.387 3.236 0.028
H -4.980 1.061 4.027 0.028
C 4.687 -3.262 -3.569 -0.680
O 3.673 -3.809 -3.976 0.016
N 4.661 -2.153 -2.781 0.157
N 5.932 -3.745 -3.876 0.141
H 5.483 -1.682 -2.455 0.097
H 3.761 -1.790 -2.508 0.010
H 5.975 -4.565 -4.451 0.097
H 6.780 -3.327 -3.544 0.087
C -0.086 -1.540 -4.600 -0.687
O -0.719 -2.574 -4.737 0.014
N -0.688 -0.308 -4.679 0.143
N 1.256 -1.513 -4.361 0.156
H -0.204 0.550 -4.497 0.090
H -1.681 -0.295 -4.810 0.095
H 1.750 -2.393 -4.273 0.078
H 1.766 -0.655 -4.260 0.089

***

(2)
14
Properties=species:S:1:pos:R:3:lowdin_charge:R:1 method="wB97M-V/def2-TZVPD" smiles="NC(=[NH2+])N1CC1" relative_energy_kcal_mol=58.1 charge=+1
N -1.450 -1.276 0.113 0.208
C -0.857 -0.108 0.121 -0.306
N -1.634 1.203 0.064 0.150
N 0.433 0.001 0.307 -0.018
C 1.563 0.822 0.131 -0.016
C 1.659 -0.643 -0.057 0.004
H -1.010 -2.210 0.108 0.157
H -2.482 -1.412 0.017 0.164
H -1.081 1.925 -0.381 0.079
H -2.450 1.280 -0.575 0.115
H 2.100 1.043 0.981 0.110
H 1.417 1.560 -0.621 0.129
H 1.729 -1.165 -0.983 0.134
H 2.063 -1.020 0.776 0.089

***

| no. | E_HOMO (eV) |
| --- | --- |
| 1 | -6.02 |
| 2 | -14.78 |